Run A
This record from the OMol25 dataset describes C11H14N2O in the gas phase. The level of theory is ωB97M-V/def2-TZVPD.

The calculation puts the LUMO energy at 0.027 hartree. Its highest occupied orbital energy is -0.3341 Eh. The SMILES is O=NN1CCC(c2ccccc2)CC1.

The geometry in ORCA input format:
```
! wB97M-V def2-TZVPD RIJCOSX def2/J DEFGRID3
* xyz 0 1
O -1.072 3.509 2.395
N 0.103 3.223 2.189
N 0.312 1.897 2.166
C 1.590 1.381 1.778
C 1.402 0.227 0.745
C 0.076 0.505 -0.016
C -0.094 -0.529 -1.102
C -0.048 -1.826 -0.751
C -0.183 -2.892 -1.673
C -0.536 -2.584 -2.933
C -0.278 -1.233 -3.605
C -0.157 -0.349 -2.511
C -1.230 0.619 0.966
C -0.822 0.942 2.325
H 2.278 1.113 2.546
H 1.901 2.337 1.216
H 1.476 -0.618 1.343
H 2.166 0.334 -0.024
H 0.038 1.460 -0.404
H 0.231 -2.230 0.133
H -0.404 -3.965 -1.386
H -0.834 -3.397 -3.587
H -0.230 -0.967 -4.636
H 0.070 0.658 -2.712
H -1.994 1.268 0.576
H -1.705 -0.307 1.208
H -1.617 1.341 2.923
H -0.439 0.080 2.832
*
```

Run B
This record from the OMol25 dataset describes 2 unconnected molecules or ions with the total composition C11H14N2O. The level of theory is ωB97M-V/def2-TZVPD.

The calculation puts the LUMO energy at 0.023 hartree. Its highest occupied orbital energy is -0.3111 Eh. The SMILES is Cc1ccc(O)cc1.Cc1c[nH]cn1.

The geometry in ORCA input format:
```
! wB97M-V def2-TZVPD RIJCOSX def2/J DEFGRID3
* xyz 0 1
C 2.674 -4.251 1.708
C 2.355 -2.905 1.100
C 3.171 -2.264 0.092
C 2.915 -1.121 -0.654
C 1.791 -0.486 -0.169
O 1.406 0.670 -0.830
C 0.917 -1.011 0.745
C 1.242 -2.239 1.288
H 2.088 -4.337 2.777
H 3.688 -4.259 1.941
H 2.195 -4.942 1.060
H 4.137 -2.754 -0.138
H 3.539 -0.709 -1.505
H 0.876 1.272 -0.477
H -0.059 -0.485 1.006
H 0.490 -2.640 1.980
C -2.914 2.343 1.035
C -3.030 2.711 -0.422
C -2.214 3.594 -1.100
N -2.331 3.219 -2.418
C -3.365 2.318 -2.473
N -3.736 1.813 -1.283
H -3.237 3.213 1.609
H -1.973 2.021 1.396
H -3.729 1.591 1.140
H -1.603 4.287 -0.754
H -1.666 3.517 -3.194
H -3.628 1.833 -3.459
*
```

The most stable of them is run B.

Run A
This record from the OMol25 dataset describes 2 unconnected molecules or ions with the total composition C3H9BrSSi. The level of theory is ωB97M-V/def2-TZVPD.

The calculation puts the LUMO energy (alpha / beta) at -0.005 / -0.096 hartree. Its highest occupied orbital energy (alpha / beta) is -0.3481 / -0.2234 Eh.

The geometry in ORCA input format:
```
! wB97M-V def2-TZVPD RIJCOSX def2/J DEFGRID3
* xyz 0 1
C 1.322 1.232 0.462
C -0.223 -1.431 1.380
C 0.632 -0.857 -1.825
Si 0.823 -0.572 0.037
S -4.370 2.823 -0.205
Br -2.664 1.671 0.115
H 0.336 1.701 0.751
H 1.780 1.312 1.499
H 1.903 1.608 -0.328
H -1.109 -0.953 1.332
H -0.309 -2.609 1.166
H 0.334 -1.534 2.282
H 0.824 0.125 -2.352
H 1.163 -1.672 -2.192
H -0.442 -0.845 -2.122
*
```

Run B
This record from the OMol25 dataset describes C3H9BrSSi in the gas phase. The level of theory is ωB97M-V/def2-TZVPD.

The calculation puts the LUMO energy at 0.000 hartree. Its highest occupied orbital energy is -0.3241 Eh. The SMILES is C[Si](C)(C)SBr.

The geometry in ORCA input format:
```
! wB97M-V def2-TZVPD RIJCOSX def2/J DEFGRID3
* xyz 0 1
C 0.967 -1.730 0.142
Si 0.125 -0.084 0.162
C -1.771 -0.173 -0.236
C 0.996 1.197 -0.873
S 0.203 0.669 2.378
Br -0.888 2.505 2.023
H 1.834 -1.765 -0.424
H 1.173 -1.885 1.116
H 0.300 -2.476 -0.220
H -2.265 0.834 0.148
H -1.991 -0.239 -1.301
H -2.143 -1.014 0.255
H 0.647 2.093 -0.418
H 2.073 0.891 -0.801
H 0.741 1.177 -1.952
*
```

The most stable of them is run B.

Run A
This record from the OMol25 dataset describes 2 unconnected molecules or ions with the total composition C5H13NO4S. The level of theory is ωB97M-V/def2-TZVPD.

The calculation puts the LUMO energy at 0.009 hartree. Its highest occupied orbital energy is -0.3409 Eh.

The geometry in ORCA input format:
```
! wB97M-V def2-TZVPD RIJCOSX def2/J DEFGRID3
* xyz 0 1
C 0.332 2.278 0.235
C 0.236 -1.309 1.038
C 2.067 0.005 0.097
C 0.060 -0.490 -1.190
C -0.075 1.077 0.565
N 0.573 -0.178 0.127
O -2.684 -1.387 -0.755
O -3.053 1.069 -1.076
O -4.749 -0.266 0.079
O -2.502 0.083 1.105
S -3.126 -0.096 -0.222
H 1.068 2.480 -0.438
H -0.163 3.125 0.525
H -0.966 0.955 1.081
H -0.821 -1.278 1.191
H 0.364 -2.300 0.564
H 0.802 -1.122 2.002
H 2.230 0.949 -0.458
H 2.475 0.189 1.126
H 2.424 -0.928 -0.358
H 0.338 0.490 -1.730
H 0.830 -1.319 -1.481
H -0.965 -0.753 -1.190
H -4.857 0.233 -0.744
*
```

Run B
This record from the OMol25 dataset describes C5H13NO4S in the gas phase. The level of theory is ωB97M-V/def2-TZVPD.

The calculation puts the LUMO energy at 0.030 hartree. Its highest occupied orbital energy is -0.3649 Eh. The SMILES is CON(O)S(=O)(=O)C(C)(C)C.

The geometry in ORCA input format:
```
! wB97M-V def2-TZVPD RIJCOSX def2/J DEFGRID3
* xyz 0 1
C 0.844 3.731 0.949
O 1.266 2.784 -0.037
N 0.214 1.944 -0.556
O 0.325 1.993 -1.937
S 1.065 0.378 -0.023
O 2.184 0.199 -0.874
O 1.174 0.501 1.379
C -0.102 -1.071 -0.266
C -0.239 -1.472 -1.744
C 0.725 -2.109 0.450
C -1.371 -0.748 0.474
H 1.001 3.273 1.959
H -0.113 4.170 0.714
H 1.564 4.574 0.812
H 1.209 1.770 -2.246
H -0.829 -0.638 -2.245
H 0.686 -1.591 -2.259
H -0.842 -2.305 -1.719
H 0.260 -2.058 1.555
H 1.836 -2.005 0.400
H 0.575 -3.175 0.069
H -1.608 0.291 0.427
H -2.288 -1.274 0.140
H -1.340 -1.072 1.592
*
```

The most stable of them is run A.

Run A
This record from the OMol25 dataset describes 2 unconnected molecules or ions with the total composition C6H12N3O. The level of theory is ωB97M-V/def2-TZVPD.

As for the expectation value of S²: 2.0068. The calculation puts the LUMO energy (alpha / beta) at -0.106 / -0.262 hartree. Its highest occupied orbital energy (alpha / beta) is -0.3695 / -0.5187 Eh.

The geometry in ORCA input format:
```
! wB97M-V def2-TZVPD RIJCOSX def2/J DEFGRID3
* xyz 1 3
C -0.150 -0.240 -0.705
C -0.506 -0.940 0.373
C 1.564 -0.262 1.486
C 0.979 0.683 -0.664
C -0.814 -0.364 -2.063
C -1.675 -1.734 0.815
N 0.390 -0.791 1.529
N 1.853 0.569 0.381
N 0.114 2.440 -0.146
O 2.461 -0.422 2.246
H 1.306 1.018 -1.643
H -1.961 -0.512 -2.095
H -0.374 -1.280 -2.498
H -0.517 0.470 -2.700
H -2.674 -1.329 0.834
H -1.505 -2.104 1.802
H -1.779 -2.599 0.229
H 0.266 -1.353 2.371
H 2.833 0.807 0.502
H 1.018 2.688 0.083
H -0.454 2.277 0.688
H -0.374 2.978 -0.824
*
```

Run B
This record from the OMol25 dataset describes 2 unconnected molecules or ions with the total composition C6H12N3O. The level of theory is ωB97M-V/def2-TZVPD.

As for the expectation value of S²: 2.0148. The calculation puts the LUMO energy (alpha / beta) at -0.146 / -0.294 hartree. Its highest occupied orbital energy (alpha / beta) is -0.4112 / -0.5359 Eh.

The geometry in ORCA input format:
```
! wB97M-V def2-TZVPD RIJCOSX def2/J DEFGRID3
* xyz 1 3
C 0.959 -1.149 0.187
C 2.410 -0.081 -2.585
C -0.909 -0.157 0.368
C -1.555 -0.703 -0.887
C -1.393 -0.773 1.672
C 0.216 1.871 1.372
N 1.378 -1.047 -0.901
N 1.397 -0.686 -2.181
N -0.545 1.131 0.349
O 1.077 -1.471 1.295
H 2.525 0.306 -3.712
H 3.213 0.259 -2.033
H -1.434 -0.035 -1.842
H -2.658 -0.816 -0.744
H -1.214 -1.768 -1.148
H -1.736 0.098 2.253
H -0.541 -1.300 2.366
H -2.099 -1.553 1.584
H -0.402 2.192 2.284
H 1.077 1.314 1.752
H 0.650 2.803 1.101
H -0.416 1.565 -0.552
*
```

The most stable of them is run A.

Run A
This record from the OMol25 dataset describes 2 unconnected molecules or ions with the total composition CH6N3O. The level of theory is ωB97M-V/def2-TZVPD.

The calculation puts the LUMO energy (alpha / beta) at -0.226 / -0.226 hartree. Its highest occupied orbital energy (alpha / beta) is -0.5279 / -0.5278 Eh.

The geometry in ORCA input format:
```
! wB97M-V def2-TZVPD RIJCOSX def2/J DEFGRID3
* xyz 1 1
C 0.221 0.775 -1.077
N 1.048 -1.027 0.168
N -1.516 -0.155 1.021
N 0.221 -0.613 -0.702
O -0.745 -0.227 1.923
H -0.556 1.123 -0.402
H -0.054 0.736 -2.097
H 1.148 1.276 -0.913
H 1.710 -0.484 0.603
H 0.915 -1.953 0.385
H -2.392 0.549 1.089
*
```

Run B
This record from the OMol25 dataset describes 2 unconnected molecules or ions with the total composition CH6N3O. The level of theory is ωB97M-V/def2-TZVPD.

The calculation puts the LUMO energy at -0.230 hartree. Its highest occupied orbital energy is -0.4981 Eh.

The geometry in ORCA input format:
```
! wB97M-V def2-TZVPD RIJCOSX def2/J DEFGRID3
* xyz 1 1
C 0.012 -1.778 0.219
N -0.321 0.250 0.954
N 0.474 2.063 -1.300
N 0.297 -0.435 0.133
O -0.431 2.834 -1.152
H -0.729 -2.229 0.968
H 0.947 -2.284 0.228
H -0.260 -2.051 -0.785
H -0.996 -0.220 1.541
H -0.145 1.255 1.091
H 1.152 2.596 -1.897
*
```

The most stable of them is run B.

Run A
This record from the OMol25 dataset describes a molecular structure, C4H4P2. The level of theory is ωB97M-V/def2-TZVPD.

The calculation puts the LUMO energy at -0.017 hartree. Its highest occupied orbital energy is -0.3026 Eh.

The geometry in ORCA input format:
```
! wB97M-V def2-TZVPD RIJCOSX def2/J DEFGRID3
* xyz 0 1
C 1.782 0.430 -1.209
C -0.492 0.181 0.491
C -1.845 -0.339 0.807
C 1.337 -0.258 -0.036
P 2.779 0.809 0.107
P -1.571 1.405 0.084
H 1.529 0.387 -2.236
H -2.393 -1.009 0.155
H -2.437 -0.242 1.830
H 1.310 -1.364 0.007
*
```

Run B
This record from the OMol25 dataset describes C4H4P2 in the gas phase. The level of theory is ωB97M-V/def2-TZVPD.

The calculation puts the LUMO energy at -0.010 hartree. Its highest occupied orbital energy is -0.3041 Eh. The SMILES is C1=P#P2[C@@H]3[C@H]1[C@@H]32.

The geometry in ORCA input format:
```
! wB97M-V def2-TZVPD RIJCOSX def2/J DEFGRID3
* xyz 0 1
C 1.448 -0.045 0.450
P 1.052 0.617 1.995
P -1.096 0.539 1.520
C -0.945 -0.591 0.029
C 0.404 -0.269 -0.458
C -1.013 0.829 -0.383
H 2.413 -0.152 0.111
H -1.504 -1.482 -0.403
H 0.555 -0.614 -1.572
H -1.313 1.168 -1.289
*
```

The most stable of them is run B.